C2H2BrCl2NO | ωB97M-V/def2-TZVPD

Last column: Löwdin charge in e.
Element x y z (Å)
Br 1.88 -0.89 2.60  0.45
Cl -1.18 -1.74 2.35  0.60
Cl -0.63 1.02 2.20  0.53
O 0.51 1.07 -0.98  0.16
N 0.02 0.40 -3.16  0.21
C 0.13 0.68 -2.00  -0.40
C -0.07 -0.59 1.85  -1.56
H 0.16 -0.45 0.77  -0.03
H -0.81 0.51 -3.62  0.05

Values from the calculation:
Relative energy (zero: lowest compared OMol25 entry of this formula, charge and spin) (eV): 0.372
Spin multiplicity: 1
SMILES: ClC(Cl)Br.N=C=O
Calculated total energy (eV): -100730.53781
Frontier orbital gap (Ha): 0.3838

C24H27N4O3RhS2 | ωB97M-V/def2-TZVPD

Last column: Löwdin spin population.
Element x y z (Å)
Rh -0.08 0.43 -0.52  2.48
S 0.67 4.94 -1.82  0.01
S 2.94 -0.86 -3.73  0.03
O 0.18 -0.66 1.84  0.03
O -1.83 0.86 0.87  0.05
O -1.03 -1.74 -0.28  0.07
N -0.55 -3.87 0.25  0.01
N 2.22 0.60 -0.08  0.13
N -0.14 2.67 -0.90  0.06
N -2.59 1.49 2.89  0.00
C 4.95 1.03 -0.05  -0.01
C 0.59 3.70 -0.62  0.01
C 4.35 0.48 -1.17  0.08
C -1.60 1.87 -2.72  0.02
C -2.60 1.48 4.33  0.00
C -0.73 2.79 -2.14  0.01
C -0.52 -2.56 0.48  0.01
C 0.84 -0.44 -2.24  0.28
C 2.97 0.27 -1.16  0.01
C -1.75 3.30 -4.65  0.00
C 0.22 -2.07 1.74  0.00
C 2.23 -0.29 -2.26  0.30
C 0.38 -1.07 -3.42  0.04
C 4.17 1.34 1.05  0.09
C -2.08 2.12 -3.99  0.00
C 1.39 -1.34 -4.30  0.22
C 2.80 1.11 0.99  0.02
C -0.72 -0.10 2.78  0.00
C -0.40 3.98 -2.82  0.00
C -0.90 4.24 -4.08  0.00
C 0.11 -4.88 1.04  0.00
C -3.56 2.39 2.29  0.00
C -1.19 -4.36 -0.96  0.00
C -1.78 0.79 2.11  0.01
H 4.92 0.23 -2.05  0.00
H -3.57 2.25 1.21  0.00
H -3.31 3.42 2.52  0.00
H -4.55 2.17 2.69  0.00
H 1.28 -2.35 1.67  0.00
H -0.22 -2.53 2.63  0.00
H 0.24 -4.56 2.07  0.00
H 1.12 3.82 0.31  0.00
H -0.44 -4.77 -1.64  0.00
H 1.31 -1.80 -5.27  0.01
H -0.12 0.51 3.46  0.00
H 6.02 1.21 -0.04  0.00
H -2.73 1.41 -4.47  0.00
H -1.72 -3.54 -1.44  0.00
H -2.17 3.49 -5.62  0.00
H -0.64 5.14 -4.61  0.00
H -0.65 -1.32 -3.60  0.00
H -1.90 -5.15 -0.71  0.00
H -1.23 -0.89 3.35  0.00
H -3.62 1.34 4.68  0.00
H -1.91 0.99 -2.13  0.01
H -0.49 -5.79 1.04  0.00
H 4.61 1.75 1.95  0.00
H -2.25 2.45 4.71  0.00
H 1.09 -5.11 0.62  0.00
H 2.16 1.34 1.82  0.00
H -1.98 0.70 4.74  0.00

Values from the calculation:
Charge: +2
Spin multiplicity: 5
Calculated total energy (eV): -62091.72357
<S²>: 6.04
Frontier orbital gap (spin up / spin down) (Ha): 0.2713 / 0.1869

C50H43Br2CsN5P2S2 | ωB97M-V/def2-TZVPD

Last column: Löwdin charge in e.
Element x y z (Å)
Cs -0.07 0.04 -0.17  0.74
Br 4.02 5.48 4.13  0.75
Br -3.19 3.36 6.20  0.74
S 0.79 -1.48 2.68  0.47
S -1.19 -3.03 0.43  0.45
P 4.19 -2.26 -4.23  1.04
P 2.70 -1.57 -1.46  0.98
N 1.51 2.32 1.81  0.11
N -1.19 3.32 -2.65  0.00
N -0.63 -0.05 -3.05  -0.03
N -0.99 1.67 2.47  0.08
N -0.83 2.12 -2.25  -0.09
C 2.75 2.62 1.45  -0.10
C 3.55 3.54 2.09  -0.09
C 6.61 -0.21 -0.98  -0.08
C 2.08 -4.19 -0.81  -0.14
C 4.13 -4.16 -6.31  -0.10
C -0.02 6.40 -0.06  -0.13
C -2.43 1.28 -3.92  -0.03
C 2.10 -5.34 -0.04  -0.09
C 3.71 -3.18 0.62  -0.10
C 6.32 -5.75 -2.07  -0.09
C -0.40 2.57 3.25  -0.20
C 0.25 -3.07 2.79  -0.85
C -1.03 3.11 4.37  -0.05
C -2.86 0.22 -4.68  -0.10
C 5.00 -3.68 -3.41  -0.41
C -0.12 4.03 -0.54  -0.04
C 5.52 -1.08 -1.01  -0.11
C -2.92 1.72 3.88  -0.09
C -2.21 1.26 2.79  -0.12
C 5.18 1.61 -1.62  -0.09
C 4.25 -0.61 -1.33  -0.39
C 2.92 -3.11 -0.52  -0.37
C -0.54 -3.73 1.82  -0.86
C 2.47 -4.24 -8.05  -0.10
C -2.30 2.67 4.68  -0.67
C 4.31 -4.83 -3.01  -0.10
C 2.63 -2.06 -3.25  -0.52
C 3.48 -3.08 -5.71  -0.38
C 0.99 2.95 2.87  -0.22
C 3.00 4.19 3.18  -0.68
C -1.09 5.62 -2.08  -0.06
C 3.63 -4.73 -7.47  -0.09
C 1.82 -3.16 -7.46  -0.09
C -1.30 1.12 -3.08  -0.42
C 0.65 -3.84 4.03  -0.16
C -0.70 6.66 -1.25  -0.12
C 7.03 -4.63 -2.50  -0.09
C 2.32 -2.59 -6.31  -0.10
C 6.37 -3.60 -3.16  -0.13
C 6.44 1.13 -1.28  -0.09
C 1.71 3.90 3.59  -0.07
C -2.18 -0.99 -4.62  -0.10
C 4.96 -5.85 -2.33  -0.07
C -1.09 -1.06 -3.78  -0.19
C -0.79 4.28 -1.76  -0.30
C 4.09 0.74 -1.63  -0.13
C 2.93 -5.42 1.07  -0.09
C 3.72 -4.33 1.40  -0.08
C 0.26 5.08 0.28  -0.10
C -0.89 -5.19 2.04  -0.17
H 2.94 -6.31 1.69  0.10
H 7.59 -0.59 -0.72  0.10
H -2.49 -1.86 -5.19  0.09
H -1.01 -5.68 1.08  0.05
H 3.13 2.08 0.59  0.10
H -3.74 0.34 -5.31  0.10
H 4.34 -4.36 2.29  0.10
H -0.14 -5.73 2.63  0.05
H -0.22 -4.29 4.53  0.07
H 6.83 -6.54 -1.54  0.10
H -1.61 5.81 -3.01  0.10
H 0.08 3.02 -0.24  0.02
H -0.55 3.83 5.01  0.09
H -1.85 -5.28 2.56  0.08
H 6.91 -2.71 -3.46  0.10
H 7.29 1.80 -1.26  0.10
H 5.68 -2.13 -0.79  0.09
H 4.30 -2.33 0.93  0.10
H -2.64 0.50 2.14  0.12
H 8.09 -4.55 -2.30  0.10
H -0.52 -1.99 -3.70  0.09
H 1.14 -3.18 4.73  0.04
H 3.26 -4.92 -3.22  0.11
H 0.91 -2.77 -7.90  0.10
H -3.91 1.35 4.10  0.10
H 1.30 4.42 4.44  0.10
H 1.38 -4.14 -1.63  0.10
H 5.03 2.65 -1.86  0.11
H 4.55 3.75 1.75  0.10
H 5.03 -4.56 -5.87  0.10
H 2.04 -1.28 -3.73  0.02
H 1.34 -4.66 3.79  0.06
H 0.79 4.87 1.20  0.08
H 1.79 -1.75 -5.87  0.10
H 1.42 -6.15 -0.28  0.11
H 2.00 -2.96 -3.28  0.04
H -0.94 7.68 -1.53  0.09
H 4.15 -5.57 -7.92  0.10
H 0.28 7.21 0.59  0.08
H 4.41 -6.71 -1.99  0.10
H 2.07 -4.69 -8.95  0.10
H -2.94 2.23 -3.92  0.09
H 3.11 1.13 -1.88  0.10

Values from the calculation:
Charge: -1
Relative energy (zero: lowest compared OMol25 entry of this formula, charge and spin) (eV): 0.647
Spin multiplicity: 1
Calculated total energy (eV): -240881.09441
Frontier orbital gap (spin up / spin down) (Ha): 0.1734 / 0.2079

CHN3OS | ωB97M-V/def2-TZVPD

Last column: Löwdin charge in e.
Element x y z (Å)
S 3.45 -0.04 -0.60  0.80
O 1.75 -0.38 1.42  0.12
N 0.86 1.70 -0.70  0.09
N 0.08 1.50 0.17  -0.33
N -0.77 1.29 0.84  0.21
C 2.32 -0.12 0.46  -0.91
H 1.83 1.93 -0.69  0.03

Values from the calculation:
Relative energy (zero: lowest compared OMol25 entry of this formula, charge and spin) (eV): 2.253
Spin multiplicity: 1
Calculated total energy (eV): -18403.91155
Frontier orbital gap (Ha): 0.3796

C11H15BN6O2Ru | ωB97M-V/def2-TZVPD

Last column: Löwdin spin population.
Element x y z (Å)
Ru 0.39 0.18 1.05  2.40
O 0.11 0.93 3.48  0.01
O 1.85 0.07 2.36  0.06
N -1.17 0.09 -1.64  0.13
N -1.34 -0.03 -0.28  0.19
N 0.56 1.82 -0.07  0.19
N 1.19 -0.99 -0.35  0.07
N 1.15 -0.70 -1.71  0.02
N 0.64 1.78 -1.46  0.03
C 2.01 -2.06 -0.16  0.03
C 1.04 3.86 -0.79  0.05
C -3.27 -0.52 -1.29  0.39
C 0.92 3.02 -1.89  0.05
C 0.82 3.08 0.35  0.04
C -2.60 -0.44 -0.05  0.06
C 1.97 -1.56 -2.35  0.05
C -1.81 -2.28 3.37  0.01
C 1.33 0.69 3.39  0.03
C 2.52 -2.41 -1.41  0.04
C -2.33 -0.19 -2.26  0.13
B 0.21 0.46 -2.18  0.00
H -1.43 -1.27 3.12  0.01
H 1.22 4.91 -0.79  0.00
H -4.30 -0.78 -1.47  0.01
H 2.08 0.96 4.13  0.00
H 0.24 0.58 -3.37  0.00
H -2.14 -2.81 2.45  0.00
H 3.20 -3.20 -1.62  0.00
H 0.91 3.18 -2.96  0.00
H -1.03 -2.89 3.85  0.00
H 2.17 -2.44 0.84  0.00
H 2.08 -1.53 -3.43  0.00
H -2.93 -0.62 0.97  0.00
H -2.66 -2.04 4.08  0.00
H 0.77 3.24 1.43  0.00
H -2.40 -0.12 -3.33  0.00

Values from the calculation:
Charge: +2
Relative energy (zero: lowest compared OMol25 entry of this formula, charge and spin) (eV): 0.000
Spin multiplicity: 5
Calculated total energy (eV): -27925.56700
<S²>: 6.03
Frontier orbital gap (spin up / spin down) (Ha): 0.2906 / 0.1599

C7H12N4S2 | ωB97M-V/def2-TZVPD

Last column: Löwdin charge in e.
Element x y z (Å)
S 4.24 1.88 0.10  0.64
S 1.56 -2.75 0.02  0.73
N 0.55 0.49 -0.01  0.03
N 1.62 1.32 0.09  -0.01
N 3.02 -0.53 0.06  -0.24
N 4.27 -0.98 -0.21  0.07
C -1.88 0.17 -0.03  -0.58
C -2.01 -0.72 -1.26  -0.05
C 2.90 0.87 0.16  -0.74
C -0.62 0.96 0.11  0.01
C -1.94 -0.52 1.37  -0.03
C 1.92 -1.24 0.06  -0.69
C -2.90 1.34 -0.19  -0.08
H -2.62 2.18 0.42  0.05
H -1.21 -0.29 -2.00  0.12
H -3.10 1.55 -1.31  0.11
H -1.51 -1.47 1.48  0.06
H 4.30 -2.00 -0.14  0.09
H -1.60 0.13 2.08  0.05
H -3.02 -0.80 -1.59  0.07
H -2.95 -0.80 1.64  0.08
H 1.62 2.24 0.50  0.13
H -3.98 0.99 0.16  0.11
H 4.97 -0.28 -0.35  0.01
H -1.63 -1.73 -1.17  0.06

Values from the calculation:
Relative energy (zero: lowest compared OMol25 entry of this formula, charge and spin) (eV): 5.997
Spin multiplicity: 1
Calculated total energy (eV): -35077.73439
Frontier orbital gap (spin up / spin down) (Ha): 0.2892 / 0.2368

C7H17ClNO3Zn | ωB97M-V/def2-TZVPD

Last column: Löwdin charge in e.
Element x y z (Å)
Zn 6.22 -4.34 7.20  0.75
Cl 3.25 -2.95 4.65  -0.12
O -4.54 -1.12 6.00  0.09
O 0.72 0.97 -3.93  -0.17
O 1.80 2.69 -6.01  -0.15
N -2.35 -1.08 6.31  0.04
C -3.41 -1.52 5.71  -0.57
C -2.44 0.04 7.30  -0.03
C 2.05 3.35 -7.21  -0.12
C 0.61 0.14 -2.75  -0.09
C 1.80 1.29 -6.12  -0.19
C -3.24 -2.50 4.57  0.02
C 1.82 0.54 -4.76  -0.17
H -0.32 0.39 -2.25  0.09
H 1.41 0.36 -2.04  0.09
H 0.55 -0.89 -3.09  0.09
H 0.87 1.06 -6.65  0.13
H 3.06 3.19 -7.58  0.09
H -2.23 -2.60 4.18  0.08
H 1.78 -0.53 -4.94  0.12
H 2.67 0.88 -6.64  0.12
H -2.57 -0.38 8.29  0.09
H 2.09 4.44 -7.08  0.09
H -3.72 -3.42 4.90  0.10
H -1.42 -1.30 5.99  0.14
H 1.31 3.16 -7.98  0.09
H 2.73 0.70 -4.17  0.13
H -3.78 -2.02 3.75  0.09
H -1.54 0.67 7.29  0.08
H -3.21 0.77 7.05  0.09

Values from the calculation:
Charge: +1
Relative energy (zero: lowest compared OMol25 entry of this formula, charge and spin) (eV): 3.740
Spin multiplicity: 1
Calculated total energy (eV): -76092.71723
Frontier orbital gap (Ha): 0.0427

C4H9N2O | ωB97M-V/def2-TZVPD

Last column: Löwdin charge in e.
Element x y z (Å)
O 1.58 0.59 -0.26  -0.01
N 0.22 0.72 -0.04  -0.08
N 0.69 -1.47 0.01  0.18
C 1.98 -0.74 -0.02  -0.10
C -0.41 2.04 -0.11  0.04
C -1.71 -0.77 0.17  0.03
C -0.28 -0.57 0.03  -0.24
H 0.02 2.83 0.66  0.15
H -0.20 2.55 -1.09  0.12
H 2.60 -0.97 0.91  0.16
H -2.14 -0.24 1.12  0.17
H 2.69 -0.94 -0.86  0.15
H -2.02 -1.80 0.31  0.10
H 0.53 -2.43 -0.13  0.16
H -1.46 1.66 0.04  0.10
H -2.09 -0.45 -0.73  0.08

Values from the calculation:
Charge: +1
Relative energy (zero: lowest compared OMol25 entry of this formula, charge and spin) (eV): 3.631
Spin multiplicity: 1
SMILES: CC1=[NH+]CON1C
Calculated total energy (eV): -9312.38509
Frontier orbital gap (Ha): 0.3706

C27H19Cl6N6O4OsS2 | ωB97M-V/def2-TZVPD

Last column: Löwdin spin population.
Element x y z (Å)
Os -0.13 -0.22 -0.78  2.44
Cl 3.29 5.23 2.01  0.03
Cl 2.47 2.38 2.98  0.01
Cl 2.59 6.16 -0.87  0.04
Cl 0.21 -1.91 1.65  0.07
Cl 1.04 4.24 -2.81  -0.01
Cl -2.03 -0.32 2.74  0.00
S -2.78 1.67 -0.17  0.01
S 5.81 -1.53 -3.46  0.00
O -1.72 2.37 0.50  0.00
O -3.99 1.39 0.53  0.01
O 1.02 0.87 0.89  0.32
O 0.31 1.70 -1.51  0.25
N -2.06 0.21 -0.63  0.10
N -1.54 -1.88 -1.05  0.03
N -3.66 3.93 -5.53  0.00
N 5.39 0.67 -7.41  0.00
N -3.85 -1.35 -0.93  0.01
N 1.76 -0.73 -1.54  0.03
C 5.79 1.31 -6.32  0.00
C 0.97 2.51 -0.76  0.16
C -4.14 2.27 -3.87  0.00
C -0.67 -1.38 3.11  0.01
C 2.05 2.93 1.42  0.03
C 2.41 4.18 0.98  0.08
C -3.48 3.44 -4.27  0.00
C -1.82 -3.16 -1.24  0.01
C -2.62 4.09 -3.37  0.00
C -3.95 1.77 -2.60  0.00
C 2.08 -0.16 -2.72  0.01
C 1.39 3.78 -1.19  0.01
C 5.30 -1.36 -6.16  0.00
C -4.12 -2.63 -1.11  0.01
C 3.29 -0.33 -3.34  0.00
C 4.25 -1.15 -2.75  0.00
C 5.17 -0.63 -7.34  0.00
C -3.09 2.42 -1.73  0.00
C 2.70 -1.49 -0.96  0.01
C 1.33 2.05 0.57  0.15
C -3.13 -3.60 -1.26  0.01
C -2.43 3.58 -2.10  0.00
C 2.09 4.61 -0.34  0.12
C 3.93 -1.72 -1.52  0.00
C 5.96 0.69 -5.09  0.00
C 5.69 -0.67 -5.03  0.00
C -2.58 -1.01 -0.87  0.03
H -1.04 -2.28 3.58  0.00
H -0.98 -3.84 -1.37  0.00
H 3.46 0.17 -4.28  0.00
H 5.97 2.38 -6.43  0.00
H 6.27 1.24 -4.22  0.00
H -4.80 1.76 -4.56  0.00
H -4.48 0.89 -2.25  0.00
H 2.44 -1.94 0.00  0.00
H 5.09 -2.42 -6.14  0.00
H 1.33 0.48 -3.18  0.00
H -4.29 3.48 -6.17  0.00
H -3.36 -4.65 -1.39  0.00
H -5.17 -2.89 -1.14  0.00
H 0.03 -0.84 3.74  0.00
H -2.11 4.99 -3.68  0.00
H -1.78 4.08 -1.40  0.00
H 4.64 -2.36 -1.01  0.00
H 4.86 -1.12 -8.26  0.00
H -3.21 4.78 -5.82  0.00

Values from the calculation:
Charge: +1
Relative energy (zero: lowest compared OMol25 entry of this formula, charge and spin) (eV): 0.086
Spin multiplicity: 5
Calculated total energy (eV): -144703.17008
<S²>: 6.03
Frontier orbital gap (spin up / spin down) (Ha): 0.2803 / 0.2086

C3H7N5O3 | ωB97M-V/def2-TZVPD

Last column: Löwdin charge in e.
Element x y z (Å)
O -3.38 1.11 0.82  0.13
O -2.48 2.68 -0.33  0.13
O -1.23 0.61 1.94  0.08
N -2.51 1.77 0.39  -0.34
N -0.18 1.89 0.33  0.01
N 0.40 0.58 -2.18  0.16
N -1.01 1.35 1.02  -0.24
N -1.37 -0.80 -1.46  0.07
C -1.94 -1.62 -0.47  -0.11
C -0.46 -0.05 -1.59  -0.34
C 1.25 1.84 0.56  -0.09
H -1.21 -2.03 0.29  0.11
H 0.21 1.48 -2.36  0.02
H -2.76 -1.04 -0.08  0.06
H -2.40 -2.40 -0.97  0.05
H 1.48 1.99 1.73  0.13
H 1.68 2.57 -0.09  0.06
H 1.68 0.76 0.26  0.12

Values from the calculation:
Relative energy (zero: lowest compared OMol25 entry of this formula, charge and spin) (eV): 6.902
Spin multiplicity: 1
SMILES: C/N=[N+](\[O-])[N+](=O)[O-].CN=C=N
Calculated total energy (eV): -16809.07505
Frontier orbital gap (Ha): 0.3472

C11H19BF2O9PS | ωB97M-V/def2-TZVPD

Last column: Löwdin charge in e.
Element x y z (Å)
S -1.44 -0.46 1.42  0.82
P 0.85 1.31 -1.80  0.97
F -0.24 -4.65 2.70  0.06
F 1.77 -5.90 2.43  0.06
O -1.14 -0.12 2.91  -0.36
O -0.19 -0.05 0.33  -0.29
O 2.84 -2.44 4.88  0.12
O 1.65 -4.19 4.10  0.22
O -3.44 2.88 -2.48  -0.24
O 1.72 -3.58 1.84  0.21
O -1.55 -2.04 1.36  -0.36
O -3.82 1.75 -3.08  -0.09
O 2.93 -1.69 2.11  0.11
C -3.13 0.19 0.98  -0.22
C -0.42 1.25 -0.32  -0.45
C -2.95 1.67 0.28  -0.17
C 2.60 2.69 0.21  -0.18
C 2.61 1.74 -1.16  -0.43
C -2.01 2.65 -2.10  -0.15
C -1.90 1.44 -1.00  -0.28
C 2.38 -2.68 2.57  -0.40
C 1.60 -1.58 -1.86  -0.17
C 2.34 -3.05 3.96  -0.40
C 0.85 -0.39 -2.74  -0.40
B 1.21 -4.60 2.76  -0.98
H -2.18 0.42 -1.53  0.15
H -4.55 1.39 -2.47  0.14
H -0.25 -0.75 -2.91  0.08
H -0.15 2.19 0.35  0.13
H 0.74 -2.27 -1.42  0.10
H 1.33 -0.26 -3.82  0.08
H -3.99 2.10 -0.04  0.12
H 3.73 2.80 0.52  0.08
H 3.32 0.80 -1.05  0.08
H 3.13 2.42 -2.00  0.08
H -3.62 -0.52 0.15  0.13
H -1.64 3.67 -1.61  0.15
H -2.38 2.35 1.07  0.13
H 2.41 -2.17 -2.46  0.08
H 2.02 2.20 1.10  0.08
H -3.86 0.31 1.89  0.13
H -1.46 2.42 -3.12  0.12
H 2.23 3.78 -0.06  0.08
H 2.05 -1.02 -0.90  0.06

Values from the calculation:
Charge: -1
Spin multiplicity: 1
Calculated total energy (eV): -56376.10934
Frontier orbital gap (Ha): 0.2931